The following is a DFT calculation (ωB97M-V with the def2-TZVPD basis set) of a molecular structure, C28H35CeF5N5S at a distorted geometry.

Structure (XYZ):
```
75
Properties=species:S:1:pos:R:3:forces:R:3:lowdin_charge:R:1
Ce 0.029422 0.729054 -0.979355 -0.117 -0.430 0.634 1.47
C 2.730815 2.416380 0.290426 -0.133 0.065 -0.044 -0.15
C 2.439166 3.225653 -0.964310 0.040 -0.141 -0.014 -0.17
N 0.985631 3.176716 -1.290486 0.041 -0.301 -0.099 -0.13
C 0.648095 3.893317 -2.554241 0.016 -0.002 0.034 -0.14
C 0.303331 2.915006 -3.652776 -0.044 -0.068 0.025 -0.14
N -0.667841 1.873629 -3.214093 -0.081 -0.262 0.356 -0.13
C -2.113428 2.258070 -3.324591 0.099 0.059 0.047 -0.14
C -2.694728 3.006826 -2.125547 0.136 -0.064 0.055 -0.13
C -3.140928 2.126029 -0.960172 0.111 0.012 -0.079 -0.15
N -2.040583 1.776784 0.007981 0.041 -0.085 -0.222 -0.14
C -1.734592 2.905471 0.932407 0.064 -0.029 0.059 -0.16
C -0.682256 2.521994 1.955432 0.062 -0.040 0.039 -0.14
N 0.540077 1.942064 1.337844 -0.090 -0.019 -0.406 -0.13
C 1.785669 2.752742 1.440813 -0.055 0.004 -0.027 -0.15
H 3.765818 2.591183 0.579553 0.041 -0.066 0.013 0.14
H 2.665741 1.335615 0.076118 0.125 -0.122 0.062 0.11
H 3.003716 2.834502 -1.811814 -0.031 0.017 -0.042 0.14
H 2.757578 4.257266 -0.809901 -0.048 0.103 -0.055 0.15
H 0.519775 3.672691 -0.537744 -0.038 0.029 0.030 0.09
H 1.492415 4.503425 -2.876177 0.015 0.045 0.010 0.14
H -0.174526 4.580766 -2.367416 -0.017 -0.010 0.033 0.13
H 1.204013 2.398749 -3.989977 0.038 -0.044 0.016 0.14
H -0.092315 3.458423 -4.511448 0.007 -0.004 -0.103 0.15
H -0.542237 1.104964 -3.868926 -0.053 -0.074 -0.024 0.12
H -2.677254 1.337368 -3.478619 -0.017 -0.025 -0.031 0.13
H -2.238709 2.857701 -4.225657 0.022 0.060 -0.062 0.14
H -3.575694 3.545389 -2.477291 -0.012 -0.037 -0.013 0.14
H -2.008308 3.783443 -1.778854 -0.088 0.024 -0.027 0.10
H -3.549965 1.189675 -1.339699 -0.033 -0.023 0.027 0.13
H -3.936629 2.626480 -0.411032 -0.027 0.019 0.126 0.14
H -2.419812 1.031308 0.592301 -0.046 -0.050 0.075 0.14
H -2.634998 3.197125 1.476489 -0.101 0.063 -0.104 0.15
H -1.427805 3.770059 0.342930 0.001 -0.009 -0.048 0.12
H -1.099477 1.792807 2.652707 0.010 -0.036 -0.022 0.14
H -0.430790 3.405153 2.542706 0.023 -0.002 0.068 0.14
H 0.716089 1.072176 1.824289 0.033 -0.124 0.108 0.07
H 2.259678 2.564125 2.402451 0.015 0.009 0.067 0.14
H 1.529697 3.814135 1.426115 -0.026 0.029 -0.005 0.14
N -0.029926 -0.915658 0.814372 -0.123 0.525 -0.929 -0.42
S 1.160276 -1.750082 1.585741 -0.018 0.035 -0.029 1.12
C 0.832265 -1.603611 3.313853 0.032 0.057 -0.034 -0.44
C 1.821683 -1.022330 4.099759 -0.044 0.004 0.017 -0.08
C 1.587778 -0.884780 5.463614 -0.001 0.005 0.015 -0.04
C 0.385078 -1.317644 6.004885 -0.021 -0.010 -0.023 -0.02
C -0.595419 -1.899882 5.198688 0.005 -0.003 0.025 -0.03
C -0.376349 -2.054393 3.841590 0.036 -0.025 0.114 -0.07
C 0.845371 -3.479667 1.279885 -0.030 0.007 -0.093 -0.39
C 1.383149 -4.404610 2.167949 0.005 -0.007 -0.035 -0.06
C 1.201217 -5.752707 1.900838 -0.010 -0.009 -0.006 -0.02
C 0.494515 -6.157145 0.773293 -0.001 0.015 -0.007 -0.02
C -0.028246 -5.216098 -0.104503 0.028 0.005 0.026 -0.04
C 0.154685 -3.860584 0.136780 0.034 -0.052 0.073 -0.07
H -0.941526 -1.332951 1.013164 -0.003 -0.062 0.000 0.05
H 2.767790 -0.713369 3.666532 -0.056 -0.024 0.013 0.12
H 2.350604 -0.455641 6.101042 -0.040 -0.020 -0.022 0.13
H 0.210468 -1.217419 7.069198 0.004 -0.008 -0.048 0.13
H -1.519938 -2.255137 5.637192 0.054 0.030 -0.002 0.13
H -1.113184 -2.556222 3.221529 0.054 0.047 0.017 0.12
H 1.926356 -4.091570 3.051903 -0.028 -0.013 -0.035 0.13
H 1.608693 -6.488860 2.581042 -0.012 0.010 -0.020 0.13
H 0.351595 -7.212612 0.579196 0.006 0.041 0.008 0.13
H -0.580480 -5.540147 -0.978204 0.018 0.006 0.030 0.12
H -0.234914 -3.119828 -0.548277 0.001 -0.019 0.021 0.07
F -2.174600 -0.908605 -1.845081 -0.125 0.308 0.215 0.04
C -1.228220 -1.684923 -2.475149 0.099 0.222 0.085 -0.25
C 0.048634 -1.184779 -2.434706 0.318 0.766 0.351 -0.17
C 1.057399 -1.948088 -2.987624 0.039 0.096 0.012 -0.22
F 2.321143 -1.515441 -2.942398 0.047 0.112 0.054 0.12
C 0.786309 -3.168115 -3.576994 -0.166 -0.146 -0.055 -0.13
F 1.744955 -3.895537 -4.103269 0.011 -0.040 -0.016 0.19
C -0.531397 -3.629412 -3.602289 0.026 -0.023 -0.020 -0.11
F -0.799533 -4.787807 -4.150598 -0.004 -0.048 -0.020 0.20
C -1.570834 -2.884924 -3.038728 0.006 -0.229 -0.131 -0.14
F -2.809247 -3.333690 -3.044661 -0.023 -0.027 -0.006 0.18
```
Forces are in eV/Å.

Electronic energy   -74379.130 eV
Highest occupied orbital energy (alpha / beta)   -0.6199 / -0.6199 Eh
Frontier orbital gap (alpha / beta)   5.5 / 5.5 eV
Charge   +3